Molecular formula: C26H80N4O14
Method: DFT, the ωB97M-V functional and the def2-TZVPD basis

Structure (XYZ):
```
124
Properties=species:S:1:pos:R:3
C -2.59 0.35 3.19
O -2.38 -0.24 4.49
H -1.88 1.08 2.84
H -3.58 0.73 3.32
H -2.51 -0.37 2.39
H -2.59 0.48 5.04
C 4.12 2.14 2.14
O 2.79 2.16 1.84
H 4.28 1.35 2.93
H 4.47 3.10 2.46
H 4.66 1.89 1.25
H 2.41 1.40 2.32
C 0.54 1.82 3.69
O 1.36 0.62 3.73
H -0.36 1.72 4.25
H 0.25 2.13 2.72
H 0.95 2.71 4.11
H 0.73 -0.01 3.39
C 0.72 -0.19 0.39
O -0.43 0.15 1.05
H 0.77 -1.17 -0.15
H 1.48 -0.28 1.13
H 1.10 0.65 -0.12
H -0.63 1.07 0.85
C 1.67 -0.49 -3.26
O 2.36 0.43 -2.52
H 1.21 -1.15 -2.56
H 2.47 -1.08 -3.71
H 1.02 -0.18 -4.14
H 1.75 1.19 -2.39
C 3.40 3.03 -1.46
O 4.71 2.42 -1.55
H 3.46 4.13 -1.30
H 2.88 2.57 -0.68
H 2.78 3.11 -2.35
H 4.64 1.83 -2.35
C 0.25 4.14 0.61
O -0.51 2.97 0.47
N -0.28 5.29 0.32
N 1.44 4.27 1.06
H -1.12 5.18 -0.23
H 0.38 6.03 0.01
H 2.03 3.46 1.18
H 1.79 5.27 1.02
C 0.81 -2.32 3.47
O 1.56 -2.73 2.47
N 1.11 -2.57 4.73
N -0.26 -1.65 3.15
H 1.75 -3.21 5.19
H 0.81 -1.88 5.50
H -0.35 -1.31 2.19
H -0.96 -1.37 3.91
C 0.99 -5.68 -1.29
C 0.46 -4.27 -1.46
C -0.32 -3.93 -0.24
O 1.43 -3.45 -1.45
H 1.67 -5.91 -2.17
H 0.34 -6.51 -1.18
H 1.58 -5.78 -0.39
H -0.07 -4.21 -2.44
H 0.27 -4.25 0.65
H -1.14 -4.60 -0.27
H -0.62 -2.95 -0.04
H 1.92 -3.68 -0.63
C -1.01 3.83 -2.94
C -0.08 2.63 -3.14
C 0.96 3.11 -4.11
O 0.46 2.21 -2.13
H -0.42 4.67 -2.65
H -1.82 3.60 -2.25
H -1.52 4.01 -3.87
H -0.69 1.78 -3.58
H 1.71 2.32 -4.23
H 1.39 3.98 -3.65
H 0.49 3.34 -5.07
H -0.28 2.23 -1.49
C -2.07 -1.21 -4.48
C -2.46 -0.88 -3.04
C -1.48 -0.96 -1.94
O -3.02 0.27 -2.99
H -3.01 -1.17 -5.09
H -1.79 -2.31 -4.46
H -1.23 -0.58 -4.96
H -3.17 -1.62 -2.82
H -0.73 -0.19 -2.01
H -0.99 -1.93 -2.01
H -2.11 -0.92 -1.02
H -3.36 0.38 -2.09
C 4.21 -1.03 1.54
C 4.05 -0.51 0.11
C 5.43 -0.29 -0.47
O 3.38 -1.28 -0.65
H 4.68 -2.02 1.54
H 3.31 -0.87 2.13
H 4.95 -0.35 1.91
H 3.53 0.50 0.11
H 5.97 0.42 0.14
H 5.66 0.24 -1.40
H 6.09 -1.13 -0.38
H 2.79 -0.72 -1.18
C -3.32 -2.34 0.84
C -3.40 -3.84 1.30
C -2.55 -4.00 2.53
O -4.49 -4.35 1.64
H -3.97 -1.65 1.43
H -3.60 -2.29 -0.21
H -2.29 -1.98 0.91
H -3.03 -4.49 0.52
H -1.49 -4.11 2.19
H -2.70 -4.89 3.20
H -2.44 -3.11 3.15
H -4.38 -5.26 1.64
C -5.17 1.86 0.74
C -4.49 1.51 -0.59
C -2.99 1.97 -0.56
O -4.31 0.31 -0.70
H -5.05 2.86 0.95
H -4.72 1.30 1.55
H -6.20 1.68 0.70
H -5.05 1.82 -1.50
H -2.27 1.57 -1.30
H -2.60 1.50 0.40
H -3.08 3.01 -0.61
H -5.21 -0.10 -0.72
```

For the HOMO-LUMO gap, the calculation gives 8.8 eV. Its calculated total energy is -62873.9387 eV. For the relative energy (zero: lowest compared OMol25 entry of this formula, charge and spin), the calculation gives 291.4 kcal per mole.